Record 1
This record from OMol25 describes C2H3N3O in the gas phase. The level of theory is the ωB97M-V functional and the def2-TZVPD basis.

Atoms and positions in Å:
O1 -1.938 -0.456 0.167
C1 -0.712 0.003 -0.095
N1 0.363 -0.628 0.459
C2 1.430 0.087 -0.055
N2 1.020 1.027 -0.844
N3 -0.370 0.986 -0.865
H1 -2.563 0.130 -0.283
H2 2.463 -0.193 0.106
H3 0.306 -0.957 1.409

Cartesian forces, eV/Å:
O -0.1 0.3 0.0
C 0.2 0.2 0.0
N -0.1 0.3 0.1
C 0.0 0.2 -0.1
N 0.2 -0.3 0.0
N -0.2 -0.3 0.0
H 0.0 0.0 0.0
H -0.2 0.2 0.1
H 0.2 -0.5 -0.1

Output
ΔE to the lowest compared entry with this formula, charge and spin, kcal/mol: 17.2
Structure (SMILES): Oc1nnc[nH]1
Maximum force, hartree/bohr: 0.01075
HOMO, eV: -9.5
Net charge: 0
Kohn-Sham gap, eV: 10.1

=====

Record 2
This record from OMol25 describes C2H3N3O in the gas phase in a non-equilibrium geometry. The level of theory is the ωB97M-V functional and the def2-TZVPD basis.

Atoms and positions in Å:
O1 0.476 -1.404 1.332
C1 0.282 -0.570 0.314
N1 -0.402 0.603 0.572
C2 -0.321 1.222 -0.689
N2 0.284 0.482 -1.552
N3 0.647 -0.711 -0.914
H1 0.998 -2.142 0.987
H2 -0.632 2.246 -0.861
H3 -1.332 0.274 0.811

Cartesian forces, eV/Å:
O 0.0 -0.3 -0.2
C 0.1 -0.1 -0.4
N 0.0 -0.3 -0.3
C -0.1 -0.2 -0.4
N 0.1 0.4 0.1
N 0.5 0.1 0.3
H -0.1 -0.1 0.1
H -0.2 -0.3 0.0
H -0.4 0.9 0.7

Output
ΔE to the lowest compared entry with this formula, charge and spin, kcal/mol: 27.8
Structure (SMILES): Oc1nnc[nH]1
Maximum force, hartree/bohr: 0.02352
HOMO, eV: -9.7
Net charge: 0
Kohn-Sham gap, eV: 10.3

=====

Record 3
This record from OMol25 describes C2H3N3O in the gas phase. The level of theory is the ωB97M-V functional and the def2-TZVPD basis.

Atoms and positions in Å:
O1 -1.936 -0.454 0.174
C1 -0.709 0.000 -0.091
N1 0.366 -0.626 0.466
C2 1.434 0.083 -0.053
N2 1.023 1.018 -0.849
N3 -0.366 0.977 -0.869
H1 -2.559 0.127 -0.286
H2 2.466 -0.195 0.113
H3 0.313 -0.976 1.409

Cartesian forces, eV/Å:
O -0.1 0.3 0.0
C 0.2 0.2 0.0
N -0.1 0.3 0.1
C 0.0 0.2 -0.1
N 0.2 -0.3 0.0
N -0.2 -0.3 0.0
H 0.0 0.0 0.0
H -0.2 0.2 0.1
H 0.2 -0.5 -0.1

Output
ΔE to the lowest compared entry with this formula, charge and spin, kcal/mol: 16.8
Structure (SMILES): Oc1nnc[nH]1
Maximum force, hartree/bohr: 0.01014
HOMO, eV: -9.5
Net charge: 0
Kohn-Sham gap, eV: 10.1

=====

Record 4
This record from OMol25 describes C2H3N3O in the gas phase in a non-equilibrium geometry. The level of theory is the ωB97M-V functional and the def2-TZVPD basis.

Atoms and positions in Å:
O1 -1.241 1.707 -0.013
C1 -0.665 0.600 -0.006
N1 0.677 0.708 0.000
C2 1.167 -0.590 0.008
N2 0.205 -1.469 0.007
N3 -0.950 -0.718 -0.002
H1 0.400 1.820 -0.005
H2 2.206 -0.894 0.014
H3 -1.851 -1.164 -0.004

Cartesian forces, eV/Å:
O -1.4 -0.6 0.0
C -0.6 0.2 0.0
N -0.6 0.4 0.0
C 0.0 0.2 0.0
N 0.4 0.5 0.0
N -0.3 0.1 0.0
H 2.5 -1.1 0.0
H -0.2 0.3 0.0
H 0.1 0.0 0.0

Output
ΔE to the lowest compared entry with this formula, charge and spin, kcal/mol: 42.6
Structure (SMILES): O=c1[nH]cn[nH]1
Maximum force, hartree/bohr: 0.05355
HOMO, eV: -9.3
Net charge: 0
Kohn-Sham gap, eV: 10.2

=====

Record 5
This record from OMol25 describes C2H3N3O in the gas phase in a non-equilibrium geometry. The level of theory is the ωB97M-V functional and the def2-TZVPD basis.

Atoms and positions in Å:
O1 -0.027 -0.361 -1.731
C1 0.085 -1.415 0.131
N1 -0.701 -0.920 1.060
N2 -0.475 0.462 1.073
C2 0.372 0.861 0.181
N3 0.770 -0.280 -0.504
H1 0.217 -1.249 -2.047
H2 -0.993 1.027 1.732
H3 0.752 1.875 0.105

Cartesian forces, eV/Å:
O 1.1 0.9 -1.0
C -0.4 0.0 0.9
N 0.4 -0.6 0.2
N 0.3 0.4 0.1
C -0.6 -0.2 0.0
N -0.7 -0.4 -0.1
H 0.0 0.1 0.1
H 0.2 0.1 0.1
H -0.3 -0.3 -0.3

Output
ΔE to the lowest compared entry with this formula, charge and spin, kcal/mol: 137.4
Maximum force, hartree/bohr: 0.03377
HOMO, eV: -8.7
Net charge: 0
Kohn-Sham gap, eV: 8.2

=====

Record 6
This record from OMol25 describes C2H3N3O in the gas phase in a non-equilibrium geometry. The level of theory is the ωB97M-V functional and the def2-TZVPD basis.

Atoms and positions in Å:
C1 0.593 0.350 -0.570
C2 -1.117 -0.349 0.481
H1 0.974 0.347 -2.309
H2 -2.086 -0.767 0.675
H3 0.020 -0.574 2.252
N1 -0.656 -0.192 -0.855
N2 -0.148 -0.024 1.238
N3 1.006 0.337 0.677
O1 1.414 0.870 -1.588

Cartesian forces, eV/Å:
C 0.8 0.1 -2.2
C 0.0 -0.7 -6.5
H 1.0 1.1 0.0
H 0.0 0.0 0.6
H -1.0 2.5 -3.3
N 0.2 1.5 3.3
N 2.0 -2.9 8.8
N -0.5 0.8 -1.4
O -2.4 -2.4 0.7

Output
ΔE to the lowest compared entry with this formula, charge and spin, kcal/mol: 39.7
Structure (SMILES): Oc1nc[nH]n1
Maximum force, hartree/bohr: 0.18450
HOMO, eV: -9.8
Net charge: 0
Kohn-Sham gap, eV: 10.4

=====

Record 7
This record from OMol25 describes C2H3N3O in the gas phase in a non-equilibrium geometry. The level of theory is the ωB97M-V functional and the def2-TZVPD basis.

Atoms and positions in Å:
C1 1.373 -0.157 -0.550
C2 -0.214 -1.020 0.573
N1 1.005 -1.226 0.126
N2 0.431 0.813 -0.630
N3 -0.596 0.304 0.002
O1 -1.794 0.965 0.318
H1 2.249 0.145 -1.052
H2 -0.964 -1.673 1.049
H3 -1.491 1.849 0.163

Cartesian forces, eV/Å:
C -0.9 -1.4 1.1
C -1.5 -0.3 1.0
N 2.3 -0.9 -0.4
N -1.9 3.7 -0.5
N -2.1 -0.9 -0.3
O 2.1 -1.4 -0.1
H 1.4 -0.8 -0.2
H 0.8 0.4 -0.5
H -0.2 1.6 -0.1

Output
Multiplicity: 3
ΔE to the lowest compared entry with this formula, charge and spin, kcal/mol: 41.0
Maximum force, hartree/bohr: 0.08119
HOMO (spin up / spin down), eV: -5.5 / -10.6
Net charge: 0
⟨S²⟩: 2.02
Kohn-Sham gap (spin up / spin down), eV: 6.5 / 8.2

=====

Record 8
This record from OMol25 describes C2H3N3O2 in the gas phase in a non-equilibrium geometry. The level of theory is the ωB97M-V functional and the def2-TZVPD basis.

Atoms and positions in Å:
C1 0.875 -0.839 0.954
C2 -0.754 1.282 -1.166
H1 1.964 -0.876 0.469
H2 0.533 -1.796 1.340
H3 0.937 -0.188 1.912
N1 -0.034 -0.410 -0.007
N2 -1.271 -0.670 -0.344
N3 -1.840 0.254 -1.038
O1 -0.735 2.392 -1.671
O2 0.324 0.850 -0.447

Cartesian forces, eV/Å:
C 2.8 -0.7 2.2
C -1.3 2.4 -0.6
H -2.5 -0.2 1.1
H 0.3 -0.3 -0.4
H -0.3 -0.5 -1.8
N -0.9 2.0 -1.7
N -0.5 -0.3 0.5
N 3.4 0.5 0.5
O -0.5 -2.6 0.6
O -0.4 -0.3 -0.5

Output
ΔE to the lowest compared entry with this formula, charge and spin, kcal/mol: 91.1
Structure (SMILES): Cn1nnc(=O)o1
Maximum force, hartree/bohr: 0.06987
HOMO, eV: -10.1
Net charge: 0
Kohn-Sham gap, eV: 10.2